(1)
# C16H24O12

4 unconnected molecules or ions with the total composition C16H24O12 at a distorted geometry (ωB97M-V with the def2-TZVPD basis set, the Open Molecules 2025 dataset).

Results
HOMO ... -10.4 eV
E ... -1527.0084 Eh
Kohn-Sham gap ... 10.6 eV
Maximum force ... 1.21 eV/Å
SMILES ... C[C@H]1COC(=O)O1.C[C@H]1COC(=O)O1.C[C@H]1COC(=O)O1.C[C@H]1COC(=O)O1
Relative energy (zero: lowest compared OMol25 entry of this formula, charge and spin) ... 8.1 kcal per mole

Element x y z (Å)
C: -3.39 -0.39 2.85
C: -2.71 -1.69 3.22
C: -1.17 -1.76 3.06
O: -0.70 -1.95 4.39
C: -1.73 -2.27 5.20
O: -1.61 -2.73 6.29
O: -2.91 -1.96 4.62
H: -3.34 -0.23 1.78
H: -2.94 0.44 3.39
H: -4.43 -0.53 3.12
H: -3.19 -2.52 2.69
H: -0.83 -0.80 2.67
H: -0.87 -2.55 2.38
C: -5.60 3.53 -2.69
C: -5.42 2.08 -2.32
C: -3.99 1.69 -1.96
O: -4.16 0.82 -0.85
C: -5.32 1.15 -0.22
O: -5.60 0.84 0.89
O: -6.09 1.90 -1.04
H: -5.01 4.12 -1.98
H: -6.62 3.89 -2.55
H: -5.34 3.79 -3.71
H: -5.87 1.35 -2.99
H: -3.38 2.54 -1.66
H: -3.48 1.19 -2.78
C: -0.23 -0.33 -2.22
C: 1.06 -0.49 -1.43
C: 1.66 0.82 -0.90
O: 2.13 0.48 0.40
C: 1.66 -0.73 0.75
O: 1.86 -1.27 1.80
O: 0.88 -1.25 -0.24
H: 0.05 -0.35 -3.27
H: -0.70 0.66 -2.15
H: -0.98 -1.08 -1.99
H: 1.79 -0.96 -2.09
H: 1.02 1.70 -0.89
H: 2.52 1.13 -1.50
C: 7.77 -0.85 0.26
C: 6.59 -1.17 -0.60
C: 5.21 -0.65 -0.16
O: 4.69 -0.07 -1.37
C: 5.66 0.11 -2.28
O: 5.54 0.69 -3.30
O: 6.80 -0.49 -1.87
H: 7.84 0.23 0.43
H: 8.70 -1.07 -0.25
H: 7.80 -1.42 1.19
H: 6.56 -2.23 -0.84
H: 5.30 0.10 0.61
H: 4.55 -1.47 0.09

=====

(2)
# C34H49CoN7OPS

A molecular structure, C34H49CoN7OPS at a distorted geometry (ωB97M-V with the def2-TZVPD basis set, the Open Molecules 2025 dataset).

Results
HOMO (alpha / beta) ... -7.7 / -8.3 eV
2S+1 ... 5
E ... -3905.8423 Eh
Kohn-Sham gap (alpha / beta) ... 7.7 / 7.5 eV
Maximum force ... 1.34 eV/Å
Relative energy (zero: lowest compared OMol25 entry of this formula, charge and spin) ... 9.0 kcal per mole

Element x y z (Å)
Co: 1.28 0.87 -0.69
C: 2.05 -2.10 4.61
C: 2.74 -0.75 4.42
N: 1.91 0.20 3.66
C: 0.89 0.90 4.42
C: 1.41 2.17 5.08
C: 2.15 0.43 2.36
S: 1.24 1.70 1.60
N: 3.05 -0.41 1.80
C: 3.40 -0.37 0.53
O: 3.08 0.55 -0.27
C: 4.24 -1.48 0.01
C: 4.76 -2.46 0.85
C: 5.53 -3.48 0.34
C: 5.80 -3.54 -1.03
C: 5.29 -2.56 -1.87
C: 4.52 -1.53 -1.36
H: 2.58 -2.67 5.38
H: 2.05 -2.66 3.68
H: 1.02 -1.97 4.94
H: 3.67 -0.89 3.88
H: 2.96 -0.29 5.38
H: 0.52 0.20 5.18
H: 0.07 1.14 3.76
H: 2.24 1.95 5.76
H: 0.62 2.65 5.65
H: 1.76 2.87 4.31
H: 4.54 -2.39 1.91
H: 5.93 -4.24 0.99
H: 6.40 -4.34 -1.43
H: 5.49 -2.60 -2.93
H: 4.12 -0.76 -2.00
N: -0.42 0.46 -0.87
P: -1.83 0.03 -0.35
N: -2.53 1.14 0.65
C: -2.21 2.57 0.54
C: -2.29 3.22 1.92
C: -3.73 3.15 2.47
C: -4.48 1.94 1.89
C: -3.53 0.77 1.66
N: -2.91 -0.25 -1.60
C: -2.34 -0.94 -2.78
C: -2.15 0.01 -3.95
C: -3.51 0.56 -4.42
C: -4.52 0.58 -3.26
C: -3.82 0.87 -1.94
N: -1.91 -1.36 0.58
C: -0.90 -1.45 1.65
C: 0.36 -2.17 1.20
C: 0.02 -3.56 0.66
C: -1.02 -3.45 -0.45
C: -2.25 -2.68 0.04
H: -2.90 3.09 -0.14
H: -1.21 2.67 0.13
H: -1.96 4.26 1.86
H: -1.60 2.70 2.58
H: -4.27 4.06 2.21
H: -3.70 3.09 3.56
H: -4.94 2.21 0.94
H: -5.28 1.62 2.56
H: -4.07 -0.11 1.31
H: -3.04 0.51 2.61
H: -3.01 -1.76 -3.08
H: -1.38 -1.38 -2.50
H: -1.64 -0.50 -4.76
H: -1.49 0.82 -3.62
H: -3.90 -0.06 -5.22
H: -3.38 1.57 -4.82
H: -5.03 -0.38 -3.18
H: -5.28 1.34 -3.43
H: -4.55 0.98 -1.14
H: -3.27 1.82 -2.03
H: -1.35 -1.99 2.49
H: -0.67 -0.43 1.98
H: 1.07 -2.24 2.03
H: 0.84 -1.58 0.41
H: -0.38 -4.17 1.47
H: 0.92 -4.05 0.29
H: -1.33 -4.45 -0.79
H: -0.58 -2.94 -1.31
H: -2.72 -3.25 0.84
H: -2.98 -2.55 -0.75
N: 2.23 3.42 -7.62
C: 2.08 3.05 -6.54
C: 1.90 2.58 -5.19
C: 1.62 1.23 -4.96
C: 1.46 0.77 -3.66
C: 1.58 1.63 -2.56
C: 1.86 2.97 -2.82
C: 2.02 3.45 -4.11
H: 1.52 0.56 -5.81
H: 1.23 -0.28 -3.51
H: 1.96 3.67 -1.99
H: 2.25 4.49 -4.29

=====

(3)
# C3H4CuO3

A molecular structure, C3H4CuO3 at a distorted geometry (ωB97M-V with the def2-TZVPD basis set, the Open Molecules 2025 dataset).

Results
HOMO (alpha / beta) ... -13.5 / -13.5 eV
Total charge ... +1
E ... -1982.3953 Eh
Kohn-Sham gap (alpha / beta) ... 7.7 / 7.7 eV
Maximum force ... 5.38 eV/Å
Relative energy (zero: lowest compared OMol25 entry of this formula, charge and spin) ... 161.0 kcal per mole

Element x y z (Å)
C: -1.15 0.48 0.52
O: 1.08 -0.69 -0.08
C: 1.18 0.53 0.19
C: -1.00 -0.81 -0.21
O: -0.01 1.12 0.73
O: 2.06 1.30 -0.17
H: -1.95 1.16 0.22
H: -0.90 -0.58 -1.29
H: -1.22 -0.93 1.10
Cu: 3.86 -0.21 -0.69
H: -1.95 -1.35 -0.31

=====

(4)
# C41H75F5N5O10P2

3 unconnected molecules or ions with the total composition C41H75F5N5O10P2 at a distorted geometry (ωB97M-V with the def2-TZVPD basis set, the Open Molecules 2025 dataset).

Results
HOMO ... -10.8 eV
Total charge ... +1
E ... -3814.6932 Eh
Kohn-Sham gap ... 7.0 eV
Maximum force ... 9.50 eV/Å

Element x y z (Å)
C: -1.40 -0.60 -2.69
O: -0.65 -0.82 -3.92
C: 0.66 -1.41 -3.67
C: 0.94 -2.78 -4.49
C: 1.12 -4.08 -3.54
C: 2.59 -4.76 -3.61
C: 3.82 -3.75 -3.35
C: 4.32 -3.95 -1.79
C: 3.24 -3.14 -0.87
C: 2.34 -4.12 0.08
C: 0.85 -3.49 0.37
C: -0.14 -4.74 0.56
C: -1.13 -4.68 1.82
C: -1.35 -6.23 2.31
F: -2.56 -6.38 3.10
F: -1.56 -7.07 1.14
C: -0.15 -6.81 3.22
F: -0.04 -8.22 2.90
F: 1.13 -6.25 2.96
F: -0.45 -6.72 4.61
C: -2.59 -4.22 1.24
C: -3.31 -3.11 2.20
N: -3.76 -3.64 3.53
C: -4.89 -4.30 3.28
O: -5.82 -5.14 3.34
N: -2.35 -1.96 2.29
C: -1.15 -2.48 2.99
N: -0.44 -1.60 3.73
C: -0.78 -0.14 3.83
C: -1.58 0.21 5.21
N: -2.61 1.29 5.06
C: 0.78 -2.03 4.53
C: 2.11 -1.90 3.62
C: 3.45 -1.50 4.42
C: 4.63 -2.47 3.85
C: 5.31 -3.62 4.68
C: 6.41 -4.51 3.94
C: 6.79 -4.24 2.42
C: 6.13 -3.06 1.56
C: 5.04 -2.20 2.33
N: -0.66 -3.88 2.99
H: -2.11 0.31 -2.80
H: -2.06 -1.54 -2.48
H: -0.74 -0.40 -1.77
H: 0.84 -1.64 -2.56
H: 1.49 -0.66 -4.00
H: 1.93 -2.65 -5.08
H: 0.12 -2.98 -5.27
H: 0.34 -4.87 -3.90
H: 0.81 -3.81 -2.46
H: 2.77 -5.29 -4.61
H: 2.61 -5.58 -2.78
H: 4.74 -3.98 -4.01
H: 3.55 -2.64 -3.47
H: 4.26 -5.07 -1.48
H: 5.37 -3.50 -1.64
H: 3.76 -2.34 -0.23
H: 2.50 -2.62 -1.58
H: 2.89 -4.36 1.08
H: 2.26 -5.12 -0.52
H: 0.58 -2.82 -0.52
H: 0.98 -2.81 1.28
H: 0.50 -5.72 0.58
H: -0.76 -4.82 -0.43
H: -3.29 -5.14 1.04
H: -2.49 -3.71 0.20
H: -4.25 -2.76 1.61
H: -2.03 -1.77 1.31
H: -1.27 0.30 2.89
H: 0.25 0.40 3.93
H: -0.79 0.62 5.97
H: -2.01 -0.75 5.71
H: -2.18 2.17 5.40
H: -2.81 1.42 4.05
H: 0.89 -1.25 5.39
H: 0.65 -3.05 5.04
H: 1.92 -1.21 2.72
H: 2.30 -2.96 3.16
H: 3.75 -0.43 4.05
H: 3.36 -1.55 5.57
H: 5.00 -3.79 5.77
H: 6.92 -5.38 4.50
H: 7.56 -4.88 1.85
H: 6.40 -2.83 0.47
H: 4.54 -1.35 1.72
H: -1.11 -4.31 3.83
O: 3.40 5.28 -6.96
P: 3.04 4.26 -5.87
O: 2.04 5.29 -5.02
C: 1.08 6.10 -5.70
C: -0.22 5.37 -5.94
O: 4.41 4.47 -4.96
C: 5.59 5.01 -5.52
C: 5.63 6.52 -5.33
O: 2.65 3.05 -4.72
C: 1.33 2.64 -4.45
C: 0.76 1.79 -5.57
H: 1.47 6.50 -6.64
H: 0.88 6.96 -5.05
H: -0.06 4.47 -6.55
H: -0.94 6.00 -6.46
H: -0.68 5.05 -5.00
H: 5.69 4.74 -6.57
H: 6.44 4.56 -5.00
H: 4.72 7.01 -5.67
H: 6.48 6.96 -5.86
H: 5.73 6.76 -4.26
H: 0.69 3.48 -4.21
H: 1.37 2.03 -3.54
H: 0.83 2.30 -6.53
H: -0.29 1.55 -5.37
H: 1.32 0.86 -5.66
O: -4.56 6.24 0.41
P: -4.92 5.17 1.45
O: -5.91 6.18 2.33
C: -6.87 7.00 1.68
C: -8.17 6.27 1.43
O: -3.55 5.36 2.37
C: -2.37 5.92 1.81
C: -2.33 7.42 2.04
O: -5.31 3.96 2.60
C: -6.63 3.55 2.88
C: -7.21 2.71 1.77
H: -6.49 7.42 0.75
H: -7.06 7.85 2.35
H: -8.02 5.39 0.80
H: -8.90 6.93 0.93
H: -8.62 5.94 2.37
H: -2.27 5.67 0.75
H: -1.51 5.46 2.32
H: -3.25 7.91 1.70
H: -1.49 7.87 1.51
H: -2.23 7.64 3.10
H: -7.26 4.40 3.13
H: -6.59 2.94 3.79
H: -7.14 3.22 0.80
H: -8.26 2.47 1.97
H: -6.66 1.77 1.67

=====

(5)
# C10H28O11P2S3

A molecular structure, C10H28O11P2S3 at a distorted geometry (ωB97M-V with the def2-TZVPD basis set, the Open Molecules 2025 dataset).

Results
HOMO ... -9.1 eV
E ... -3102.8049 Eh
Kohn-Sham gap ... 9.6 eV
Maximum force ... 2.40 eV/Å

Element x y z (Å)
C: -3.35 -2.82 1.00
C: -2.17 -2.23 0.15
C: -2.10 -0.70 0.33
O: -2.41 -0.06 -0.92
C: -1.26 0.27 -1.62
O: -1.53 0.12 -3.04
P: -0.17 -0.22 -3.78
O: 0.25 -1.60 -3.63
O: -0.35 0.09 -5.32
O: 0.90 0.83 -3.22
P: 2.48 0.49 -3.65
S: 3.36 2.10 -4.25
H: -4.21 -2.91 0.34
H: -3.03 -3.78 1.37
H: -3.65 -2.17 1.81
H: -2.39 -2.48 -0.88
H: -1.27 -2.74 0.47
H: -2.80 -0.35 1.08
H: -1.11 -0.39 0.68
H: -0.96 1.29 -1.38
H: -0.47 -0.44 -1.36
H: -0.44 -0.78 -5.74
H: 2.44 -0.44 -4.70
H: 3.10 -0.11 -2.54
O: 4.96 6.79 -2.17
S: 5.42 5.69 -2.96
O: 5.51 4.37 -2.42
O: 6.82 6.08 -3.62
C: 7.87 6.53 -2.74
C: 8.53 5.39 -2.00
C: 4.48 5.63 -4.46
H: 7.48 7.28 -2.05
H: 8.60 7.02 -3.38
H: 7.84 4.93 -1.29
H: 9.40 5.74 -1.45
H: 8.84 4.61 -2.69
H: 4.46 6.62 -4.90
H: 3.48 5.30 -4.21
H: 4.95 4.92 -5.13
O: -4.11 -3.46 4.17
S: -4.07 -4.39 5.26
O: -3.92 -5.79 5.01
O: -5.34 -4.16 6.19
C: -6.64 -4.17 5.56
C: -7.12 -5.57 5.26
C: -2.85 -3.89 6.42
H: -6.63 -3.55 4.67
H: -7.31 -3.69 6.28
H: -6.52 -6.04 4.48
H: -8.16 -5.55 4.92
H: -7.05 -6.20 6.15
H: -2.99 -2.83 6.64
H: -1.88 -4.05 5.97
H: -2.95 -4.49 7.32

=====

(6)
# C10H16Cl2ILuNOP

A molecular structure, C10H16Cl2ILuNOP at a distorted geometry (ωB97M-V with the def2-TZVPD basis set, the Open Molecules 2025 dataset).

Results
HOMO ... -15.3 eV
Total charge ... +2
E ... -3315.0127 Eh
Kohn-Sham gap ... 6.3 eV
Maximum force ... 3.55 eV/Å
Relative energy (zero: lowest compared OMol25 entry of this formula, charge and spin) ... 28.2 kcal per mole

Element x y z (Å)
C: -0.79 1.74 -0.80
I: 0.75 0.93 -3.06
H: 0.07 1.07 -0.85
H: -1.56 1.18 -0.12
H: -0.49 2.73 -0.42
Lu: 0.32 -2.00 0.87
P: 2.24 0.54 0.93
C: 2.76 2.03 -0.06
C: 2.34 1.57 2.47
H: 3.96 -1.05 1.63
H: 4.73 0.54 1.29
H: 4.20 -0.48 -0.06
C: 3.93 -0.17 0.96
H: 2.00 1.00 3.35
H: 3.37 1.93 2.70
H: 3.60 2.57 0.39
H: 1.96 2.77 -0.16
H: 1.72 2.48 2.39
H: 3.08 1.75 -1.06
C: -1.12 1.77 -2.28
O: -2.03 2.26 -2.91
Cl: 0.18 -1.75 3.25
Cl: -3.68 -1.79 -3.68
C: -3.30 -2.08 -2.03
C: -4.31 -2.38 -1.11
C: -3.97 -2.48 0.26
C: -2.66 -2.22 0.71
N: -1.63 -2.01 -0.22
C: -2.01 -1.80 -1.55
H: -5.34 -2.51 -1.45
H: -4.75 -2.65 1.03
H: -2.33 -2.17 1.79
H: -1.25 -1.35 -2.19

=====

Q: What is the maximum force in the fifth record?
A: 2.40 eV/Å

=====

Please write out number 3 again, unchanged.
# C3H4CuO3

A molecular structure, C3H4CuO3 at a distorted geometry (ωB97M-V with the def2-TZVPD basis set, the Open Molecules 2025 dataset).

Results
HOMO (alpha / beta) ... -13.5 / -13.5 eV
Total charge ... +1
E ... -1982.3953 Eh
Kohn-Sham gap (alpha / beta) ... 7.7 / 7.7 eV
Maximum force ... 5.38 eV/Å
Relative energy (zero: lowest compared OMol25 entry of this formula, charge and spin) ... 161.0 kcal per mole

Element x y z (Å)
C: -1.15 0.48 0.52
O: 1.08 -0.69 -0.08
C: 1.18 0.53 0.19
C: -1.00 -0.81 -0.21
O: -0.01 1.12 0.73
O: 2.06 1.30 -0.17
H: -1.95 1.16 0.22
H: -0.90 -0.58 -1.29
H: -1.22 -0.93 1.10
Cu: 3.86 -0.21 -0.69
H: -1.95 -1.35 -0.31

=====

Q: Number 3 is which compound?
A: C3H4CuO3